{"formula": "C3H3P", "method": "wB97M-V/def2-TZVPD", "energy_ha": -457.22858, "e_above_lowest_ev": 3.1669, "homo_ev": -10.01, "lumo_energy_ev": -0.43, "elements": ["C", "C", "C", "P", "H", "H", "H"], "xyz": [[1.10956, 0.76455, 0.11013], [-0.92292, 0.04781, -0.12740], [-2.04251, -0.26674, 0.14353], [2.30100, -0.30851, -0.21061], [1.06607, 1.78638, 0.41264], [-3.03499, -0.60286, 0.24544], [1.52380, -1.42063, -0.57373]], "atomic_forces_ev_per_a": [[-4.1, -2.3, -0.9], [5.2, 2.2, 0.7], [-0.7, -0.3, -0.1], [0.4, 0.3, 0.1], [-0.2, 0.3, 0.1], [-0.4, -0.1, 0.1], [-0.2, 0.0, 0.0]]}

***

{"formula": "C12H20AsMoS4Sb2", "method": "wB97M-V/def2-TZVPD", "total_charge": 1, "energy_ha": -4846.27944, "e_above_lowest_ev": 0.2048, "homo_ev": -11.50, "lumo_energy_ev": -4.42, "elements": ["Mo", "C", "Sb", "C", "C", "C", "C", "C", "C", "C", "C", "C", "Sb", "C", "C", "H", "H", "H", "H", "H", "H", "H", "H", "H", "H", "H", "H", "H", "H", "H", "H", "H", "H", "H", "H", "S", "As", "S", "S", "S"], "xyz": [[-1.92833, 0.28795, -1.84500], [1.48482, -0.64507, -3.87080], [0.80677, -0.01434, -1.94510], [1.98750, 1.71554, -1.61086], [1.64857, -1.43862, -0.55104], [1.88553, -0.78783, 0.76964], [3.10098, -0.12858, 0.97453], [3.37389, 0.54003, 2.15275], [2.42712, 0.55508, 3.16415], [1.23092, -0.11536, 2.99024], [0.93569, -0.79743, 1.80638], [-0.37025, -1.54052, 1.73193], [-1.94873, -0.32485, 0.89247], [-3.72525, -1.36011, 1.46910], [-1.92309, 1.35854, 2.19417], [2.56291, -0.51453, -3.94507], [0.98988, -0.04231, -4.63021], [1.23053, -1.69245, -4.02334], [3.04315, 1.45351, -1.58941], [1.70791, 2.17180, -0.66367], [1.80685, 2.41673, -2.42420], [2.57553, -1.79997, -0.99552], [0.95840, -2.27912, -0.49338], [3.85048, -0.15697, 0.19292], [4.32534, 1.03637, 2.28650], [2.62932, 1.06651, 4.09550], [0.51128, -0.13704, 3.80054], [-0.70378, -1.80724, 2.73428], [-0.31611, -2.46113, 1.15318], [-3.74873, -1.49968, 2.54830], [-3.75289, -2.32985, 0.97523], [-4.59205, -0.77956, 1.15761], [-2.17733, 1.03829, 3.20285], [-2.65021, 2.09209, 1.85055], [-0.92901, 1.80242, 2.19431], [-3.94449, 1.50488, -1.25141], [-3.57322, 1.63541, -3.34621], [-2.41622, -1.39379, -2.87750], [-1.52245, 2.17748, -3.41850], [-4.85123, 1.19373, -4.85587]], "atomic_forces_ev_per_a": [[0.4, 0.9, 0.1], [-0.1, 0.0, 0.2], [0.2, -0.1, -0.2], [-0.1, 0.0, 0.0], [-0.2, -0.1, -0.3], [0.0, 0.1, 0.3], [-0.1, 0.0, 0.0], [0.1, 0.0, 0.0], [0.0, 0.0, 0.1], [0.0, -0.1, -0.1], [0.1, 0.0, 0.0], [-0.1, 0.2, -0.2], [-0.2, -0.2, 0.0], [0.1, 0.1, 0.0], [0.0, -0.1, -0.1], [0.0, 0.0, 0.1], [0.0, 0.0, 0.0], [0.0, 0.0, 0.0], [0.0, 0.0, 0.0], [0.0, 0.0, 0.0], [0.0, 0.0, 0.0], [0.0, 0.0, 0.0], [0.0, 0.0, -0.1], [0.0, 0.0, 0.0], [0.0, 0.0, 0.0], [0.0, 0.0, 0.0], [0.0, 0.0, 0.0], [-0.1, 0.0, 0.0], [0.0, 0.0, 0.0], [0.1, 0.0, 0.0], [0.0, 0.0, 0.0], [0.0, 0.0, 0.0], [0.0, 0.0, 0.0], [0.0, 0.0, 0.0], [0.0, 0.0, 0.0], [0.1, 0.0, 0.1], [-0.6, 0.6, -0.2], [0.0, -0.8, -0.1], [0.1, -0.6, 0.3], [0.2, 0.0, 0.2]]}

***

{"formula": "C4H8O2", "method": "wB97M-V/def2-TZVPD", "energy_ha": -307.49656, "e_above_lowest_ev": 5.8742, "homo_ev": [-9.37, -9.37], "lumo_energy_ev": [-0.34, -0.34], "elements": ["O", "C", "C", "C", "C", "O", "H", "H", "H", "H", "H", "H", "H", "H"], "xyz": [[-0.09724, -1.25648, 1.17114], [-0.17226, -1.05706, -0.11584], [-0.90045, 0.15356, -0.50780], [0.03855, 1.25083, -0.15323], [1.03612, 0.13188, -0.48732], [2.07101, -0.07968, 0.39684], [-1.49901, -0.56553, 1.36311], [-0.27461, -1.92800, -0.78003], [-1.36336, 0.19378, -1.49959], [-1.98359, -0.08388, 0.85157], [0.01609, 2.13514, -0.78850], [0.09000, 1.50447, 0.90505], [1.39023, 0.12654, -1.51710], [1.64853, -0.52558, 1.16170]], "atomic_forces_ev_per_a": [[-0.1, 0.0, 0.0], [-0.2, -0.1, -0.1], [0.0, -0.1, 0.0], [0.0, 0.1, 0.1], [0.3, 0.2, -0.3], [0.0, 0.0, 0.1], [0.1, 0.0, -0.1], [0.1, 0.1, 0.1], [0.0, 0.0, 0.1], [0.0, 0.0, 0.0], [0.0, -0.1, 0.1], [0.0, -0.1, -0.1], [-0.1, 0.0, 0.1], [0.1, 0.0, 0.0]]}

***

{"formula": "C17H41Ca2O11", "method": "wB97M-V/def2-TZVPD", "total_charge": 1, "energy_ha": -2855.17384, "homo_ev": -10.61, "lumo_energy_ev": -5.06, "elements": ["Ca", "Ca", "C", "O", "O", "O", "O", "C", "O", "O", "H", "C", "C", "C", "O", "H", "H", "H", "H", "H", "H", "H", "H", "C", "C", "C", "O", "H", "H", "H", "H", "H", "H", "H", "H", "C", "C", "C", "O", "H", "H", "H", "H", "H", "H", "H", "H", "C", "C", "C", "O", "H", "H", "H", "H", "H", "H", "H", "H", "C", "C", "C", "O", "H", "H", "H", "H", "H", "H", "H", "H"], "xyz": [[3.57817, -2.55707, 12.18600], [1.83425, -1.53572, 15.35662], [5.09441, -1.11599, 14.10656], [3.75673, -1.19428, 14.10383], [5.60541, -1.54061, 12.95935], [5.89132, -0.93108, 15.02397], [0.20181, 0.71131, 11.85214], [0.84890, -0.27399, 12.52882], [0.42801, -0.52728, 13.70928], [1.89490, -0.75629, 12.05848], [-0.57217, 0.71457, 12.45446], [3.57895, 2.81730, 10.96855], [3.32575, 2.11415, 9.65110], [4.45662, 2.28497, 8.68117], [3.20788, 0.69634, 9.82955], [4.18064, 2.15473, 11.60343], [2.68615, 3.03380, 11.55821], [4.18952, 3.71356, 10.85802], [2.39283, 2.45017, 9.18207], [5.31876, 1.78168, 9.14091], [4.78224, 3.30425, 8.48622], [4.32499, 1.74793, 7.74268], [2.45346, 0.48607, 10.39020], [-3.57703, 3.81387, 10.56575], [-2.75120, 3.70203, 11.82961], [-3.23627, 2.57059, 12.73500], [-1.35114, 3.53084, 11.59311], [-3.79631, 2.86042, 10.07415], [-3.16170, 4.46847, 9.80407], [-4.55081, 4.16902, 10.91908], [-2.81051, 4.64498, 12.37389], [-3.25173, 1.62567, 12.18254], [-4.24869, 2.77339, 13.08631], [-2.54422, 2.45109, 13.56751], [-1.14307, 2.72634, 11.10933], [0.06445, -3.42390, 10.11704], [1.45041, -3.85184, 9.65701], [2.02905, -2.93266, 8.60393], [2.37199, -3.99410, 10.77655], [-0.58157, -3.19926, 9.27047], [0.09600, -2.58806, 10.81457], [-0.41637, -4.28582, 10.59276], [1.33682, -4.84390, 9.21073], [3.07011, -3.13693, 8.36079], [2.07838, -1.90480, 9.00087], [1.32997, -2.85938, 7.77732], [2.24550, -4.86085, 11.17957], [2.42196, 2.51764, 15.46252], [1.36633, 1.96709, 16.40214], [-0.01963, 2.26016, 15.87423], [1.45600, 0.50131, 16.49180], [3.40477, 2.47214, 15.94069], [2.22095, 3.58918, 15.39720], [2.44532, 2.05531, 14.47987], [1.45687, 2.41826, 17.38962], [-0.11712, 1.89635, 14.85041], [-0.16315, 3.34089, 15.83908], [-0.82933, 1.86316, 16.48586], [2.22330, 0.32602, 17.05948], [-4.76690, -1.27417, 13.33594], [-3.34670, -1.69310, 13.62973], [-2.63450, -2.12064, 12.34907], [-2.67632, -0.50684, 14.12089], [-5.37247, -2.15991, 13.11096], [-4.88986, -0.59354, 12.49657], [-5.24653, -0.88999, 14.23798], [-3.35588, -2.42690, 14.43932], [-1.73325, -2.69857, 12.55936], [-2.37120, -1.25410, 11.73705], [-3.32908, -2.64652, 11.68767], [-1.74764, -0.71374, 14.26235]], "atomic_forces_ev_per_a": [[1.5, 2.7, 0.1], [0.6, 2.0, -1.5], [4.3, -2.4, -1.4], [-2.6, -0.6, 1.8], [-2.3, -0.4, -0.8], [-2.4, 1.0, 0.8], [-0.4, -1.7, 1.3], [1.8, 0.5, 0.4], [-0.2, -0.9, 0.4], [-0.5, -0.7, -0.7], [-0.4, 1.1, -0.7], [0.5, -0.3, 0.7], [-0.7, 0.0, -0.4], [1.4, -0.6, 0.1], [0.0, -0.4, 0.0], [0.0, -0.1, -0.2], [-0.1, 0.1, -0.3], [-0.3, 0.2, -0.1], [0.0, 0.2, 0.2], [0.0, 0.2, 0.0], [-0.4, 0.1, 0.0], [-0.4, 0.2, 0.0], [0.0, 0.2, 0.1], [-0.7, -0.2, 0.2], [0.5, -0.8, 0.0], [0.0, 0.2, -0.4], [0.4, 0.4, 0.1], [0.3, -0.2, 0.2], [0.0, 0.3, 0.2], [0.0, 0.2, -0.5], [0.1, 0.0, 0.0], [0.0, 0.0, 0.0], [0.0, -0.1, 0.2], [-0.2, 0.1, 0.2], [-0.4, 0.0, -0.1], [0.0, -0.7, 0.4], [-0.7, -0.3, -1.1], [0.3, 1.3, 1.3], [0.2, 0.0, 0.5], [0.2, 0.3, -0.1], [0.0, 0.1, -0.1], [0.0, 0.2, 0.3], [0.2, -0.1, 0.1], [-0.2, -0.5, -0.5], [-0.2, -0.1, 0.1], [0.3, -0.3, -0.4], [-0.1, -0.1, -0.3], [0.4, 0.4, 1.1], [-0.8, 0.4, -1.2], [-0.2, 0.3, -0.2], [0.9, -0.9, 0.6], [0.1, -0.3, -0.3], [0.0, 0.0, -0.4], [-0.1, 0.0, 0.0], [0.2, -0.4, 0.2], [-0.1, -0.1, 0.0], [0.1, 0.0, 0.0], [0.1, -0.2, 0.1], [0.0, 0.4, 0.2], [-0.9, -0.8, 0.5], [0.3, 1.5, -0.6], [-0.4, -0.3, -0.2], [-0.1, -0.1, 0.3], [0.2, 0.0, -0.2], [0.3, 0.2, 0.1], [0.2, 0.4, -0.1], [0.1, -0.3, -0.3], [0.0, -0.1, -0.2], [0.1, 0.2, 0.4], [0.2, -0.6, 0.2], [0.2, 0.0, -0.1]]}

***

{"formula": "C7H17N3P", "method": "wB97M-V/def2-TZVPD", "total_charge": 1, "energy_ha": -782.21993, "e_above_lowest_ev": 1.2077, "homo_ev": [-10.46, -10.85], "lumo_energy_ev": [-4.87, -4.40], "elements": ["C", "C", "C", "C", "C", "C", "C", "N", "N", "N", "P", "H", "H", "H", "H", "H", "H", "H", "H", "H", "H", "H", "H", "H", "H", "H", "H", "H"], "xyz": [[-0.75018, 1.79390, 1.08131], [0.66419, 0.77248, -0.57547], [-1.82218, 0.93304, 0.32641], [-0.32215, 0.55202, -1.46484], [1.58520, 1.12474, 1.70274], [-2.80378, 0.48012, -1.77403], [2.80168, -2.09484, -0.13989], [1.02561, -3.12449, -1.72484], [0.52812, 1.36095, 0.62516], [-1.64335, 0.92086, -1.10680], [0.93772, -2.10575, -0.44659], [-0.78778, 2.82923, 0.98466], [-0.75487, 1.50828, 2.14964], [1.92899, -3.45153, -2.11693], [1.74803, 0.68203, -0.84037], [-1.58497, -0.08404, 0.71326], [-2.82200, 1.18762, 0.46772], [-0.10651, 0.24666, -2.45794], [2.46454, 0.71933, 1.23172], [1.83392, 2.02884, 2.28819], [1.19691, 0.32231, 2.39583], [-3.51771, 1.27103, -2.05044], [-2.49339, 0.08645, -2.78001], [-3.44083, -0.42222, -1.36487], [3.13882, -1.92878, 0.87426], [3.24565, -3.02194, -0.51154], [3.19070, -1.29685, -0.76419], [0.25544, -3.32943, -2.22420]], "atomic_forces_ev_per_a": [[-0.8, -2.3, 0.5], [3.2, 0.1, 0.5], [2.5, -0.2, 0.8], [-2.7, 0.4, 0.0], [-1.7, -0.5, -0.4], [-1.7, -2.3, -3.1], [-0.7, 0.1, -0.7], [4.0, 0.9, 1.4], [2.1, -0.4, 1.4], [2.4, -0.5, 0.8], [0.7, -0.3, 0.8], [-0.7, 1.9, -0.2], [-0.6, 0.4, -0.3], [-1.1, 0.3, 0.3], [-1.2, -0.2, -0.3], [-0.7, 0.3, -0.1], [-1.5, 0.6, 0.9], [0.0, -0.1, -0.7], [0.4, 0.1, -0.2], [-0.3, -0.4, -0.5], [0.3, 0.9, -0.5], [0.3, 0.0, 0.6], [-0.2, 0.3, 0.7], [1.5, 1.7, 0.0], [-0.3, 0.1, 0.3], [-0.2, 0.0, 0.2], [0.3, 0.2, -0.1], [-3.1, -1.0, -2.1]]}

***

{"formula": "C5H10IN2", "method": "wB97M-V/def2-TZVPD", "total_charge": 1, "energy_ha": -603.30828, "e_above_lowest_ev": 0.0000, "homo_ev": [-10.87, -12.78], "spin_multiplicity": 3, "s_squared": 2.025, "lumo_energy_ev": [-3.05, -6.54], "elements": ["C", "C", "C", "C", "C", "N", "N", "I", "H", "H", "H", "H", "H", "H", "H", "H", "H", "H"], "xyz": [[1.14672, 0.90405, 1.22447], [-0.10409, 0.56158, 1.59524], [0.34841, -0.05263, -0.72073], [0.00848, 0.76518, -1.96315], [-1.14558, -1.42469, 0.71312], [1.50996, 0.43384, -0.01351], [-0.79612, -0.00258, 0.39724], [3.38158, -0.50432, -0.55265], [1.91315, 1.38664, 1.85914], [-0.66697, 0.86624, 2.36182], [0.36057, -1.06254, -0.83309], [0.63166, 1.60055, -2.00178], [-1.04453, 1.04641, -2.04207], [0.11610, 0.17229, -2.77784], [-0.40054, -2.01119, 1.22146], [-2.03684, -1.36421, 1.50566], [-1.53310, -1.77450, -0.24995], [-1.68886, 0.45988, 0.27661]], "atomic_forces_ev_per_a": [[0.9, -0.3, 0.2], [1.7, 0.2, -4.0], [-1.5, 3.6, 1.3], [-1.5, -0.1, 2.3], [-3.9, 0.6, 1.3], [-2.7, 1.1, 1.1], [1.8, -1.1, 2.1], [2.6, -1.1, -0.7], [-0.6, -0.4, -0.5], [-1.9, 0.8, 3.0], [0.7, -2.8, -1.0], [0.8, 1.4, -0.2], [0.0, 0.2, 0.5], [0.9, -1.7, -2.6], [0.8, 0.1, -0.4], [1.7, -0.3, -1.9], [0.1, -0.8, 0.6], [0.0, 0.5, -0.8]]}

***

Please write out number 6 again, unchanged.
{"formula": "C5H10IN2", "method": "wB97M-V/def2-TZVPD", "total_charge": 1, "energy_ha": -603.30828, "e_above_lowest_ev": 0.0000, "homo_ev": [-10.87, -12.78], "spin_multiplicity": 3, "s_squared": 2.025, "lumo_energy_ev": [-3.05, -6.54], "elements": ["C", "C", "C", "C", "C", "N", "N", "I", "H", "H", "H", "H", "H", "H", "H", "H", "H", "H"], "xyz": [[1.14672, 0.90405, 1.22447], [-0.10409, 0.56158, 1.59524], [0.34841, -0.05263, -0.72073], [0.00848, 0.76518, -1.96315], [-1.14558, -1.42469, 0.71312], [1.50996, 0.43384, -0.01351], [-0.79612, -0.00258, 0.39724], [3.38158, -0.50432, -0.55265], [1.91315, 1.38664, 1.85914], [-0.66697, 0.86624, 2.36182], [0.36057, -1.06254, -0.83309], [0.63166, 1.60055, -2.00178], [-1.04453, 1.04641, -2.04207], [0.11610, 0.17229, -2.77784], [-0.40054, -2.01119, 1.22146], [-2.03684, -1.36421, 1.50566], [-1.53310, -1.77450, -0.24995], [-1.68886, 0.45988, 0.27661]], "atomic_forces_ev_per_a": [[0.9, -0.3, 0.2], [1.7, 0.2, -4.0], [-1.5, 3.6, 1.3], [-1.5, -0.1, 2.3], [-3.9, 0.6, 1.3], [-2.7, 1.1, 1.1], [1.8, -1.1, 2.1], [2.6, -1.1, -0.7], [-0.6, -0.4, -0.5], [-1.9, 0.8, 3.0], [0.7, -2.8, -1.0], [0.8, 1.4, -0.2], [0.0, 0.2, 0.5], [0.9, -1.7, -2.6], [0.8, 0.1, -0.4], [1.7, -0.3, -1.9], [0.1, -0.8, 0.6], [0.0, 0.5, -0.8]]}

***

Copy entry 1 word for word.
{"formula": "C3H3P", "method": "wB97M-V/def2-TZVPD", "energy_ha": -457.22858, "e_above_lowest_ev": 3.1669, "homo_ev": -10.01, "lumo_energy_ev": -0.43, "elements": ["C", "C", "C", "P", "H", "H", "H"], "xyz": [[1.10956, 0.76455, 0.11013], [-0.92292, 0.04781, -0.12740], [-2.04251, -0.26674, 0.14353], [2.30100, -0.30851, -0.21061], [1.06607, 1.78638, 0.41264], [-3.03499, -0.60286, 0.24544], [1.52380, -1.42063, -0.57373]], "atomic_forces_ev_per_a": [[-4.1, -2.3, -0.9], [5.2, 2.2, 0.7], [-0.7, -0.3, -0.1], [0.4, 0.3, 0.1], [-0.2, 0.3, 0.1], [-0.4, -0.1, 0.1], [-0.2, 0.0, 0.0]]}